{
  "formula": "C23H36AuN8O5S",
  "method": "wB97M-V/def2-TZVPD",
  "energy_ev": -61108.5955,
  "total_charge": 1,
  "s_squared": 2.04,
  "fmax_ev_per_a": 3.58,
  "homo_ev": [-10.43, -10.20],
  "lumo_ev": [-2.79, -5.13],
  "multiplicity": 3,
  "species": ["Au", "C", "N", "C", "C", "N", "C", "C", "C", "C", "C", "C", "N", "C", "N", "C", "C", "N", "C", "C", "N", "C", "C", "H", "H", "H", "H", "H", "H", "H", "H", "H", "H", "H", "H", "H", "H", "H", "H", "H", "H", "H", "H", "H", "H", "H", "H", "H", "H", "H", "H", "O", "N", "N", "O", "C", "C", "C", "C", "C", "C", "H", "H", "H", "H", "H", "C", "S", "O", "O", "O", "H", "H", "H"],
  "coordinates": [[-0.92452, 1.10094, -0.49134], [-3.67428, 1.41002, 1.27768], [-2.46335, 1.50515, 2.08925], [-2.29754, 2.72981, 2.90749], [-1.67407, 0.40532, 2.21700], [-1.15245, -0.15901, 1.07881], [-1.23265, -1.50826, 0.80334], [-1.86797, -2.42698, 1.62889], [-1.77273, -3.79385, 1.40959], [-1.12590, -4.25350, 0.25753], [-0.56239, -3.35893, -0.61526], [-0.65583, -1.98912, -0.43870], [-0.16246, -1.07270, -1.37120], [0.10786, -1.33500, -2.68072], [-0.69998, -2.09247, -3.53314], [-0.15068, -2.85757, -4.67593], [-2.16296, -2.19692, -3.34688], [1.16607, -0.68006, -3.23020], [2.20761, -0.16073, -2.34242], [1.13810, -0.21083, -4.61632], [-1.23191, 0.01225, 3.46043], [-0.11938, -0.95841, 3.56789], [-1.97924, 0.33606, 4.69692], [-4.25748, 0.54103, 1.60649], [-3.37692, 1.29852, 0.21544], [-4.19342, 2.35938, 1.41353], [-2.40435, 3.56692, 2.19883], [-1.29130, 2.78193, 3.38354], [-3.14894, 2.84794, 3.62933], [-2.34978, -2.05049, 2.56316], [-2.15122, -4.50233, 2.17133], [-1.10816, -5.31787, 0.06250], [-0.07480, -3.71340, -1.52091], [0.89893, -3.11351, -4.52040], [-0.25610, -2.27663, -5.63979], [-0.74145, -3.78491, -4.78045], [-2.56369, -1.59422, -2.52771], [-2.47323, -3.24872, -3.20082], [-2.62933, -1.82511, -4.27750], [2.65293, -0.92218, -1.69783], [1.70448, 0.58948, -1.70038], [2.99549, 0.29081, -2.96041], [0.35725, 0.51851, -4.77653], [1.04142, -1.05691, -5.32231], [2.11362, 0.27160, -4.78742], [0.45053, -0.99068, 2.62997], [-0.49751, -2.00210, 3.82993], [0.55322, -0.64984, 4.38840], [-3.05094, 0.45471, 4.52317], [-1.63568, 1.20220, 5.27654], [-1.87654, -0.53952, 5.36751], [0.92022, 3.09731, 1.49783], [2.06755, 2.93708, 1.83245], [2.53115, 1.56064, 1.61239], [1.67345, 0.70232, 1.23215], [3.86501, 1.36765, 1.88393], [4.28608, 0.03304, 1.85669], [5.55966, -0.28651, 2.33522], [6.38603, 0.67176, 2.86615], [5.93688, 2.00504, 2.92453], [4.68239, 2.37914, 2.47215], [3.59449, -0.73693, 1.51579], [5.87858, -1.34678, 2.23773], [7.35028, 0.35871, 3.25579], [6.57456, 2.76998, 3.43777], [4.32968, 3.41981, 2.52718], [-2.48760, 3.76800, -3.47486], [-1.83578, 2.10315, -3.34114], [-1.09220, 1.88935, -4.57266], [-0.74909, 2.27061, -2.19812], [-2.90548, 1.18796, -2.98805], [-1.72127, 4.49050, -3.79768], [-2.92653, 4.11365, -2.52632], [-3.31443, 3.66473, -4.18886]]
}

{
  "formula": "C23H36Cl9NO12Zr",
  "method": "wB97M-V/def2-TZVPD",
  "energy_ev": -164460.8767,
  "total_charge": 2,
  "e_above_lowest_ev": 4.225,
  "fmax_ev_per_a": 7.06,
  "homo_ev": -13.19,
  "lumo_ev": -7.62,
  "species": ["Zr", "C", "C", "C", "C", "C", "C", "N", "O", "C", "C", "C", "H", "H", "H", "H", "H", "H", "H", "H", "H", "H", "H", "H", "H", "H", "H", "H", "H", "H", "C", "C", "O", "O", "H", "H", "H", "C", "Cl", "Cl", "Cl", "H", "C", "Cl", "Cl", "Cl", "H", "C", "Cl", "Cl", "Cl", "H", "C", "C", "O", "C", "O", "O", "H", "H", "H", "H", "C", "C", "O", "C", "O", "O", "H", "H", "H", "H", "C", "C", "O", "C", "O", "O", "H", "H", "H", "H"],
  "coordinates": [[-1.17614, -0.75941, -1.72214], [2.90883, -0.93699, -0.09936], [2.32843, -2.08119, 0.74737], [2.78714, -1.70064, 2.22254], [2.27122, -2.58517, 3.37852], [0.76146, -2.52826, 3.24423], [0.11587, -2.85958, 1.85762], [0.81200, -2.11687, 0.73250], [0.14502, -2.18669, -0.54547], [-1.38022, -2.45035, 1.94133], [0.13578, -4.38099, 1.70193], [2.98184, -3.40355, 0.27898], [2.75391, -1.08031, -1.16874], [3.98754, -0.81466, -0.00185], [2.50755, 0.05302, 0.11739], [2.39056, -0.69467, 2.35986], [3.86659, -1.63381, 2.35820], [2.62395, -2.25292, 4.35488], [2.51351, -3.62892, 3.17850], [0.37823, -1.63535, 3.73816], [0.40607, -3.27101, 3.95845], [-1.36830, -1.36190, 1.88443], [-1.88382, -2.78993, 2.84641], [-1.91634, -2.86893, 1.08959], [-0.19248, -4.73001, 0.72289], [-0.52671, -4.82706, 2.44370], [1.09110, -4.86391, 1.90748], [2.63833, -3.57978, -0.74035], [2.56600, -4.25186, 0.82262], [4.07051, -3.37032, 0.32138], [-0.24479, 2.66999, 0.70516], [-0.45599, 1.41307, -0.15336], [-1.45595, 0.64665, -0.06559], [0.29689, 0.86200, -1.01174], [-0.22582, 3.56332, 0.08089], [0.68673, 2.63312, 1.26995], [-1.02770, 2.74869, 1.45945], [-2.20306, 1.47141, 4.08362], [-2.41810, 1.21050, 5.83106], [-3.47596, 0.59160, 3.23348], [-0.61082, 0.91888, 3.57658], [-2.24464, 2.54527, 3.90137], [-3.13927, 5.74695, -2.56897], [-1.77978, 4.73277, -2.02819], [-2.74993, 7.08239, -3.63446], [-4.03593, 6.32348, -1.12066], [-3.82371, 5.09368, -3.11014], [-1.59595, 6.75205, 3.07201], [-3.17290, 7.45411, 3.56707], [-1.80235, 5.15744, 2.37513], [-0.52431, 6.60939, 4.44338], [-1.19260, 7.33795, 2.24610], [-5.88209, -3.34914, -0.13109], [-6.37882, -1.91737, -0.00866], [-5.24964, -1.19678, -0.35072], [-4.17260, -1.87827, -0.29959], [-3.01243, -1.52173, -0.63331], [-4.48018, -3.15219, 0.05057], [-6.09201, -3.79967, -1.10118], [-6.49147, -3.90499, 0.58150], [-6.57914, -1.74498, 1.04883], [-7.24119, -1.70242, -0.63970], [3.55960, 2.48826, -1.94561], [2.69120, 3.40303, -1.04930], [1.59653, 3.70705, -1.89644], [1.61530, 2.98400, -3.05874], [0.79686, 3.00992, -3.97816], [2.69312, 2.20951, -3.03064], [3.70125, 1.60184, -1.32731], [4.49470, 3.00786, -2.15467], [3.14126, 4.34629, -0.73974], [2.37872, 2.82855, -0.17727], [3.62970, -1.54986, -4.59882], [2.89896, -1.34643, -5.91648], [1.70060, -0.74677, -5.51305], [1.51095, -0.99527, -4.14630], [0.44645, -0.77042, -3.50802], [2.56172, -1.62716, -3.62559], [4.38692, -0.77475, -4.48083], [4.12706, -2.51760, -4.53386], [2.70186, -2.32009, -6.36505], [3.54528, -0.74310, -6.55395]]
}

{
  "formula": "C23H36F6IrN4O4S3SbSi3",
  "method": "wB97M-V/def2-TZVPD",
  "energy_ev": -120389.4488,
  "total_charge": 2,
  "s_squared": 6.04,
  "fmax_ev_per_a": 3.78,
  "homo_ev": [-11.75, -13.92],
  "lumo_ev": [-5.20, -7.85],
  "multiplicity": 5,
  "species": ["Ir", "N", "C", "C", "C", "C", "C", "C", "S", "N", "C", "C", "C", "C", "C", "C", "N", "H", "H", "H", "H", "H", "H", "H", "H", "H", "F", "C", "F", "F", "S", "O", "O", "N", "S", "O", "O", "C", "F", "F", "F", "C", "Si", "C", "C", "Sb", "Si", "C", "C", "C", "Si", "C", "C", "C", "H", "H", "H", "H", "H", "H", "H", "H", "H", "H", "H", "H", "H", "H", "H", "H", "H", "H", "H", "H", "H", "H", "H", "H", "H", "H", "H"],
  "coordinates": [[0.62903, -0.11894, 0.92270], [1.19813, -4.21683, 1.48812], [1.42005, -4.97027, 0.32482], [1.93197, -6.23350, 0.31556], [2.34789, -6.79648, -0.83729], [1.99926, -6.23251, -2.04487], [1.40521, -4.93674, -2.09991], [1.10952, -4.30510, -0.87116], [0.29660, -2.76661, -0.83249], [0.74187, -2.04587, 0.57229], [0.93677, -2.88835, 1.70603], [1.05259, -2.28723, 2.95155], [1.01726, -2.96273, 4.24005], [1.01299, -2.15478, 5.34996], [1.03143, -0.80507, 5.29615], [1.05117, -0.20394, 3.96171], [1.05550, -0.92079, 2.86004], [1.73748, -4.55650, 2.32611], [2.16784, -6.79495, 1.23855], [2.73741, -7.80259, -0.64284], [2.38919, -6.56360, -2.94969], [1.23676, -4.39018, -2.95486], [0.87663, -4.04353, 4.28408], [0.97036, -2.73209, 6.28685], [0.96812, -0.19444, 6.20033], [0.94552, 0.84692, 3.89782], [0.92597, 3.46159, 4.21617], [-0.36620, 3.35295, 4.01901], [-0.87655, 4.52794, 4.32685], [-0.83457, 2.39172, 4.79323], [-0.62214, 2.79134, 2.27701], [0.43283, 1.85340, 1.98155], [-0.52407, 4.02419, 1.43306], [-2.02497, 2.28647, 2.37334], [-2.64957, 1.07310, 1.56070], [-1.80850, -0.09299, 1.36068], [-3.28565, 1.59159, 0.40808], [-3.92049, 0.38757, 2.82822], [-4.01853, 1.14394, 3.85565], [-5.11278, 0.28341, 2.29599], [-3.40563, -0.78489, 3.18920], [-3.27628, 5.37084, 0.65394], [-1.51482, 4.95715, 0.17980], [-0.33758, 6.44210, -0.05928], [-1.42004, 3.59424, -1.16390], [0.52322, 0.47339, -1.62900], [-1.66656, -0.15761, -2.85758], [-1.20961, -1.08666, -4.42896], [-2.61208, 1.28327, -3.50668], [-2.66564, -1.25132, -1.77813], [2.78434, 0.14857, -2.57541], [3.05178, -1.74145, -2.79335], [3.19032, 1.07146, -4.14421], [3.81364, 0.64286, -1.07340], [-3.34904, 6.30239, 1.23296], [-3.67112, 4.46517, 1.09448], [-3.80035, 5.40612, -0.27833], [-0.06525, 6.99457, 0.82229], [-0.88622, 7.21589, -0.64591], [0.58735, 6.25907, -0.64350], [-0.39408, 3.39545, -1.37274], [-1.87941, 3.90299, -2.10023], [-1.95178, 2.73289, -0.83623], [-2.14166, -1.01517, -5.06880], [-0.91163, -2.13465, -4.22372], [-0.33847, -0.61959, -4.96976], [-3.51879, 0.95375, -3.99544], [-2.04620, 1.84027, -4.23929], [-2.87596, 2.07636, -2.77720], [-2.37473, -2.28532, -1.86741], [-3.68311, -1.04674, -2.00731], [-2.55913, -0.91317, -0.78102], [2.29723, -2.16556, -3.43211], [3.06918, -2.19875, -1.76137], [3.99110, -1.92888, -3.23105], [2.61048, 0.58215, -4.94279], [4.26876, 1.00955, -4.35538], [2.85915, 2.14162, -4.07128], [3.70396, -0.20853, -0.44474], [3.34323, 1.47243, -0.56112], [4.88014, 0.80420, -1.27515]]
}

{
  "formula": "C23H36N4O2",
  "method": "wB97M-V/def2-TZVPD",
  "energy_ev": -34492.4549,
  "e_above_lowest_ev": 0.939,
  "fmax_ev_per_a": 0.72,
  "homo_ev": -8.35,
  "lumo_ev": 0.69,
  "smiles": "CC(C)CCC(=O)N1CCC(N2CCC(C(=O)NCc3ccccn3)CC2)CC1",
  "species": ["C", "C", "C", "C", "C", "C", "O", "N", "C", "C", "C", "N", "C", "C", "C", "C", "O", "N", "C", "C", "C", "C", "C", "C", "N", "C", "C", "C", "C", "H", "H", "H", "H", "H", "H", "H", "H", "H", "H", "H", "H", "H", "H", "H", "H", "H", "H", "H", "H", "H", "H", "H", "H", "H", "H", "H", "H", "H", "H", "H", "H", "H", "H", "H", "H"],
  "coordinates": [[2.35964, 5.85805, 1.83228], [1.09754, 5.24513, 1.23285], [-0.04739, 5.28028, 2.24414], [0.67259, 5.96888, -0.05053], [1.72436, 5.92037, -1.16794], [2.35980, 4.54880, -1.33223], [3.49758, 4.34538, -0.94450], [1.64055, 3.57266, -1.93517], [0.28094, 3.64394, -2.41031], [-0.63112, 2.78346, -1.53256], [-0.13484, 1.33230, -1.53276], [-1.04775, 0.48550, -0.78440], [-0.99450, 0.61671, 0.66255], [-2.25354, 0.00495, 1.27289], [-2.42886, -1.46170, 0.87159], [-1.42543, -2.38516, 1.55529], [-0.32517, -2.05413, 1.94378], [-1.88332, -3.65330, 1.68651], [-1.06285, -4.73213, 2.19445], [-0.66940, -5.68172, 1.09267], [0.04481, -5.23016, -0.01398], [0.36107, -6.13470, -1.01189], [-0.04321, -7.45410, -0.87001], [-0.75044, -7.80169, 0.26981], [-1.06186, -6.94064, 1.22327], [-2.28491, -1.59086, -0.65192], [-1.00146, -0.91914, -1.13651], [1.33460, 1.30669, -1.07904], [2.17076, 2.22396, -1.97059], [3.20931, 5.69398, 1.17592], [2.22942, 6.92761, 1.98673], [2.58112, 5.39691, 2.79220], [1.31147, 4.19852, 0.98812], [-0.95026, 4.83515, 1.82884], [-0.27210, 6.30718, 2.52557], [0.22111, 4.73022, 3.14300], [-0.26442, 5.53028, -0.40038], [0.47002, 7.01723, 0.18465], [2.54266, 6.59717, -0.91882], [1.28734, 6.25873, -2.10931], [-0.06857, 4.67385, -2.43126], [0.26002, 3.25806, -3.43847], [-1.65511, 2.81792, -1.90535], [-0.62143, 3.17881, -0.51713], [-0.17416, 0.97557, -2.57127], [-0.95440, 1.67332, 0.92931], [-0.11605, 0.11162, 1.08755], [-3.12333, 0.56434, 0.92247], [-2.20000, 0.08559, 2.35957], [-3.43379, -1.78944, 1.16248], [-2.78164, -3.90507, 1.30627], [-1.60220, -5.28525, 2.96740], [-0.17380, -4.26308, 2.62680], [0.34515, -4.19541, -0.07549], [0.91585, -5.81943, -1.88393], [0.18455, -8.19188, -1.62332], [-1.09146, -8.81601, 0.43174], [-2.28803, -2.64239, -0.95006], [-3.13272, -1.09309, -1.12613], [-0.93528, -1.01373, -2.22377], [-0.13006, -1.42872, -0.69077], [1.72746, 0.29029, -1.12916], [1.40977, 1.65252, -0.04727], [3.20417, 2.26699, -1.62304], [2.15385, 1.86306, -3.00579]]
}